C28H70CrCuN6O16 | the ωB97M-V functional and the def2-TZVPD basis

The geometry in XYZ format:
```
122
Properties=species:S:1:pos:R:3:forces:R:3
Cr -0.40721 -2.23606 1.37075 0.383 2.827 2.331
Cu -1.25282 -0.65328 -1.45105 -0.148 0.203 -0.449
C -2.18618 -3.65871 -0.21929 -7.620 -0.427 4.232
O -1.74875 -2.55552 -0.25818 5.179 12.104 -9.017
O -3.32099 -3.77723 0.18059 -9.670 -3.750 -5.994
O -1.62895 -3.84699 0.85267 11.797 -7.486 10.261
C -1.79110 -2.07457 3.69334 -4.898 -6.171 -3.428
O -2.60572 -2.96316 3.93196 -4.097 -1.595 8.197
O -0.72182 -2.46975 3.36547 14.361 -1.318 1.650
O -2.27033 -1.77348 2.57034 -2.763 7.941 -8.983
C 0.93269 -0.33645 0.48846 3.714 1.658 3.986
O 1.09531 -0.89976 1.63083 4.679 -1.588 7.991
O 0.72836 -1.27301 -0.27199 3.867 -9.732 -11.729
O -0.30330 -0.23345 0.49406 -13.756 7.212 0.662
C 4.92574 -2.05332 2.23792 -0.251 0.452 -0.210
O 3.51365 -2.30277 2.08936 1.735 -0.504 0.211
H 5.45993 -2.26769 1.31229 -0.227 -0.417 -0.166
H 5.20250 -1.01626 2.42768 -0.549 0.264 0.206
H 5.38795 -2.62581 3.04209 -0.379 -0.280 0.037
H 2.92998 -1.55519 2.23786 -0.145 0.864 0.041
C 0.94972 -4.95649 3.16772 0.458 -1.581 -0.169
C 1.49097 -4.94606 1.77338 -0.273 -1.271 -1.419
C 0.94662 -6.08328 0.79391 -0.968 1.173 -1.035
O 0.87641 -5.54855 -0.59841 0.630 -0.458 1.017
C 0.85346 -6.56557 -1.59488 0.273 0.604 0.123
N 1.28284 -3.65126 1.21524 -1.645 1.509 -1.147
H 1.47228 -4.17065 3.71315 -0.364 -0.235 0.396
H 1.14382 -5.96711 3.52697 0.323 0.090 0.773
H -0.13753 -4.88414 3.19518 0.125 0.569 -0.154
H 2.56977 -4.99790 1.62636 0.435 -0.868 1.110
H -0.08725 -6.39479 0.94282 -0.103 0.204 0.778
H 1.54017 -6.99666 0.83325 0.446 0.197 -0.016
H 0.26094 -7.41937 -1.26620 0.101 -0.158 -0.108
H 1.86956 -6.82522 -1.89192 0.177 -0.516 0.354
H 0.43715 -6.16002 -2.51701 -0.413 0.170 0.197
H 1.99604 -3.01617 1.54402 0.229 -0.074 0.282
H 1.54993 -3.81095 0.25437 -0.493 0.725 -0.814
C 1.00427 1.37105 -4.59001 1.001 -0.318 -1.025
C 0.17446 0.44146 -3.73842 -1.361 1.307 -0.006
C 0.75916 -0.95502 -3.75753 -0.853 0.159 0.681
O 0.03807 -1.94303 -2.97653 -0.495 2.378 -1.094
C 0.56001 -3.21291 -3.16621 -0.459 -0.156 0.154
N -0.01703 1.03824 -2.41769 0.636 -0.824 -0.043
H 0.64697 2.39693 -4.67953 -0.272 -0.053 0.496
H 1.03491 1.02062 -5.62169 0.123 -0.164 -0.184
H 2.03687 1.39075 -4.24151 0.172 0.143 0.076
H -0.81810 0.54329 -4.17723 -0.248 -0.899 -0.251
H 1.76140 -0.81910 -3.35114 0.417 -0.492 -0.064
H 0.76477 -1.19078 -4.82171 0.339 -0.689 -0.041
H -0.09812 -3.93486 -2.68274 0.222 0.142 0.558
H 1.55229 -3.16360 -2.71782 0.350 -0.956 -0.423
H 0.45103 -3.46766 -4.22041 0.902 -0.154 -0.319
H -0.22411 2.00829 -2.60799 -0.965 0.449 0.355
H 0.91941 1.15871 -2.05898 0.491 -0.446 0.932
C -0.93777 3.48357 0.03155 -0.637 -0.008 -0.224
C -1.49788 4.35608 -1.08254 1.983 -0.980 0.236
C -1.20883 5.81976 -0.77593 -1.388 -0.666 0.702
O -1.42147 6.53587 -1.93054 -0.089 1.560 -1.832
C -2.79598 6.75303 -2.24572 0.173 0.679 0.940
N -0.67069 3.98443 -2.21911 -0.468 -0.934 -0.483
H -1.38350 3.78681 0.97889 0.388 -0.214 0.053
H 0.14605 3.59759 0.01076 0.131 0.253 0.474
H -1.08979 2.43468 -0.22304 -0.343 -0.100 0.350
H -2.50563 4.06253 -1.37644 -0.260 0.505 0.527
H -0.19937 5.98615 -0.39991 0.383 -0.309 -0.556
H -1.80359 6.16146 0.07118 -0.626 0.275 0.076
H -3.00111 7.39116 -3.10526 0.973 -0.175 -0.357
H -3.14750 7.37199 -1.42024 -0.824 -0.404 0.268
H -3.36025 5.83339 -2.40054 -0.046 -0.079 0.331
H 0.27765 4.26290 -2.01129 0.065 0.366 -0.812
H -1.07735 4.27263 -3.09756 0.731 0.558 -0.024
C -4.84188 -0.07889 -4.19642 -0.154 1.799 0.353
C -3.70103 0.23017 -3.18888 -1.981 0.149 1.089
C -4.28474 0.36556 -1.69459 2.343 0.039 -1.826
O -3.09168 0.43720 -0.84534 -1.167 0.134 0.216
C -3.43111 0.45525 0.57000 -1.492 0.334 -0.385
N -2.80959 -0.87748 -3.27089 0.647 -1.186 0.277
H -5.29986 0.86585 -4.48939 -0.326 -0.004 -0.163
H -5.63256 -0.69430 -3.76724 0.161 -0.179 0.088
H -4.46838 -0.53927 -5.11110 0.085 -0.048 0.080
H -3.14245 1.14439 -3.38965 -0.159 0.143 -0.231
H -4.94759 -0.48228 -1.52167 0.244 -0.236 0.546
H -4.87349 1.28285 -1.70081 0.042 0.181 0.533
H -2.69216 0.75395 1.31352 0.856 -0.429 -0.945
H -3.85653 -0.50959 0.84605 0.128 -0.019 0.108
H -4.18256 1.23699 0.68089 -0.398 -0.041 0.110
H -2.62236 -0.98179 -4.25788 0.996 0.243 -0.320
H -3.44691 -1.65917 -3.21721 0.065 -0.859 0.881
C -0.49445 1.69308 3.42305 0.413 -1.267 2.091
C -1.96069 1.75561 3.89135 -0.008 1.436 -0.320
C -2.21204 2.09924 5.36836 1.732 -0.087 1.716
O -1.71422 1.02472 6.22903 0.252 -1.060 -1.182
C -1.42387 1.24535 7.58991 -1.251 1.652 0.125
N -2.58493 2.80787 3.00041 -0.271 -1.044 0.779
H -0.10011 0.88641 4.04101 0.650 -0.374 -0.434
H 0.13672 2.53813 3.69807 -0.476 0.560 0.220
H -0.26725 1.51009 2.37281 -0.678 -0.372 -0.004
H -2.47860 0.79758 3.84588 0.083 -0.149 -0.958
H -3.25737 2.29735 5.60532 -0.209 -0.141 -0.328
H -1.62886 2.95467 5.70929 -0.005 0.640 -0.395
H -2.27854 1.76593 8.02192 -0.440 -0.136 0.407
H -0.63028 1.95903 7.81124 0.676 -0.060 -0.558
H -1.25670 0.35232 8.19211 -0.014 -0.314 -0.748
H -2.04719 2.64037 2.16203 -0.517 0.101 -0.435
H -2.18041 3.67646 3.31979 -0.062 0.453 0.251
C 3.47906 2.63502 0.86067 0.383 0.462 -1.140
C 4.09371 2.14386 -0.48037 -0.236 -0.500 3.423
C 4.97278 0.85623 -0.17853 -1.559 0.798 -2.280
O 5.52728 0.48473 -1.48918 0.133 2.265 1.997
C 6.33861 -0.62348 -1.35825 -0.425 -1.346 -0.454
N 2.98934 1.90349 -1.38099 1.165 -0.981 -0.603
H 3.07405 3.63070 0.67983 0.081 0.288 0.045
H 4.28688 2.74250 1.58452 -0.427 -0.219 0.481
H 2.59673 2.04954 1.11912 0.456 -0.462 0.439
H 4.79634 2.91962 -0.78472 0.180 -0.017 -0.439
H 4.44186 -0.02833 0.17331 -0.744 0.102 0.013
H 5.64643 1.09233 0.64521 0.865 0.214 -0.529
H 5.61630 -1.43531 -1.27278 0.426 -0.908 -0.035
H 6.97358 -0.66673 -0.47336 0.189 0.440 0.081
H 6.93417 -0.72675 -2.26530 0.024 -0.102 0.097
H 2.56753 2.75689 -1.71844 0.198 0.296 -0.012
H 3.54632 1.50287 -2.12219 -0.774 -0.289 -1.191
```
Forces are in eV/Å.

As for the molar mass: 862.44 g/mol. Its calculated total energy is -144905.1867 eV. The value obtained for the energy above the lowest of the compared OMol25 structures with the same formula, charge and spin is 9.0311 eV. The multiplicity is 6. The value obtained for the gap between HOMO and LUMO (alpha / beta) is 0.235 / 0.228 Ha. The value obtained for the LUMO energy (alpha / beta) is -0.90 / -0.68 eV.

Here are the Löwdin charges for atoms 1 to 4, given in e: number 1, Cr, carries 1.09; number 2, Cu, carries 0.32; number 3, C, carries -0.82; number 4, O, carries 0.04

---

C5H7N2O | the ωB97M-V functional and the def2-TZVPD basis

The geometry in XYZ format:
```
15
Properties=species:S:1:pos:R:3:forces:R:3
C -0.11972 0.59161 -2.04084 -0.134 1.493 -4.441
C 0.26374 0.49608 -0.92216 0.265 -0.288 1.704
C -0.69224 -1.20140 0.21494 1.549 1.179 -2.562
C 1.88461 2.44390 2.69271 2.562 2.777 1.235
C -1.56994 -2.19396 -1.90180 -2.481 -1.912 -1.289
N -1.17861 -1.54072 -0.95271 1.128 1.277 3.675
N 0.18701 -0.12886 0.27753 -1.444 -0.995 1.392
O 1.17413 1.63826 2.22672 -2.090 -1.844 -1.626
H -0.94079 -1.86988 1.00172 -0.145 0.066 1.079
H 2.05154 3.51159 2.27172 -0.453 -1.406 0.426
H 2.48879 2.16453 3.58027 -0.037 0.386 -0.055
H -0.28496 0.80331 -3.14357 0.275 -0.409 2.185
H -1.11731 -3.15951 -2.19391 0.228 0.756 -0.266
H -2.58857 -1.93155 -2.29665 1.094 -0.221 -0.137
H 0.44232 0.37660 1.18603 -0.318 -0.858 -1.320
```
Forces are in eV/Å.

As for the molar mass: 111.12 g/mol. Its calculated total energy is -10314.3960 eV. The total charge is +1. The value obtained for the energy above the lowest of the compared OMol25 structures with the same formula, charge and spin is 4.2350 eV. The multiplicity is 1. The value obtained for the gap between HOMO and LUMO is 0.342 Ha. The value obtained for the LUMO energy is -4.47 eV.

Here are the Löwdin charges for atoms 1 to 4, given in e: number 1, C, carries 0.14; number 2, C, carries -0.17; number 3, C, carries 0.01; number 4, C, carries -0.10

---

C5H11NO | the ωB97M-V functional and the def2-TZVPD basis

The geometry in XYZ format:
```
18
Properties=species:S:1:pos:R:3:forces:R:3
C -1.40413 1.71637 -1.47759 1.064 0.222 -0.331
C -0.95195 1.12053 -0.14796 -0.932 -0.249 -0.057
N -0.09364 2.04315 0.57462 -0.120 0.100 0.039
C -0.37152 -0.26594 -0.38421 0.407 0.043 -1.606
C -0.15739 -1.16524 0.82695 -0.177 0.175 -0.776
C 1.05038 -2.05793 0.70330 0.151 -0.265 0.326
O 2.06639 -1.79284 0.12101 -0.035 0.186 -0.108
H -0.64381 1.56414 -2.26252 -0.033 -0.046 0.263
H -2.30884 1.25427 -1.85245 -0.292 0.091 0.113
H -1.49500 2.79762 -1.38013 -0.452 0.007 0.003
H -1.87708 1.01101 0.43335 0.070 -0.108 0.193
H 0.40830 2.65729 -0.05083 0.258 -0.162 0.043
H 0.54142 1.56443 1.19781 0.172 0.129 -0.087
H 0.52173 -0.14268 -1.01669 0.430 0.135 0.819
H -0.96607 -0.76677 -1.16045 -0.558 -0.170 0.543
H -1.01389 -1.82525 0.93656 -0.191 -0.019 0.261
H -0.10721 -0.55309 1.72658 0.238 -0.133 0.291
H 0.95403 -3.04811 1.19552 -0.001 0.063 0.068
```
Forces are in eV/Å.

As for the molar mass: 101.15 g/mol. Its calculated total energy is -8900.4126 eV. The value obtained for the energy above the lowest of the compared OMol25 structures with the same formula, charge and spin is 1.2848 eV. The multiplicity is 1. As for the SMILES: C[C@H](N)CCC=O. The value obtained for the gap between HOMO and LUMO is 0.375 Ha. The value obtained for the LUMO energy is 0.97 eV.

Here are the Löwdin charges for atoms 1 to 4, given in e: number 1, C, carries -0.08; number 2, C, carries -0.49; number 3, N, carries 0.04; number 4, C, carries -0.20